# 1
The following is a quantum chemistry calculation of 2 unconnected molecules or ions with the total composition CH5O2, from the Open Molecules 2025 dataset.

Each line ends with the natural charge from an NBO analysis.
Element x y z (Å)
H 0.528 0.146 -0.156  0.515
H 0.005 1.600 -1.422  0.526
H 1.061 1.922 -0.376  0.525
H -0.651 -2.316 0.926  0.208
O 0.217 1.451 -0.493  -0.893
H -1.282 -0.601 0.780  0.181
C -0.470 -1.294 0.610  0.405
O 0.593 -0.906 0.132  -0.468

total charge = +1
Kohn-Sham gap = 12.2 eV
LUMO energy = -6.00 eV
largest force on an atom = 0.0169 Eh/bohr
HOMO energy = -18.152 eV
molar mass = 49.05 g mol⁻¹



# 2
The following is a quantum chemistry calculation of 6 unconnected molecules or ions with the total composition C28H40Cl2F6N2O14S2 at a distorted geometry, from the Open Molecules 2025 dataset.

Each line ends with the Mulliken charge.
Element x y z (Å)
C -3.495 3.683 -3.199  1.152
H 5.327 -1.760 2.236  0.293
H 3.907 1.219 -2.595  0.338
O 3.140 -1.385 -3.242  -0.494
H 2.091 0.122 2.930  0.678
H -0.927 3.211 -5.527  0.457
C -2.707 3.973 -2.022  -0.722
Cl -5.021 2.976 2.260  -0.226
H 2.085 2.360 -0.428  0.326
O -3.476 3.268 -5.557  -0.588
H -5.299 0.926 1.143  0.398
C -6.058 2.352 -0.197  -0.312
F -3.111 -3.397 -0.493  -0.214
H -5.943 1.850 -1.151  0.215
H -0.892 1.471 6.007  0.275
C -2.721 3.499 -4.492  0.219
C 2.788 -3.065 -4.865  -0.897
C -2.247 -0.254 -3.557  0.353
H 1.550 -1.904 0.926  0.069
F -1.135 -3.974 0.198  -0.225
C 0.070 -1.746 4.305  -0.117
O -2.720 -0.737 1.078  -0.519
O 0.611 3.856 -3.331  -0.676
C 3.251 -2.152 2.337  -0.495
O 0.080 -0.515 4.950  -0.063
H 0.633 -2.560 4.790  0.318
O 0.754 1.349 7.108  -0.351
F -2.691 -3.468 1.622  -0.205
H 2.457 2.174 -2.710  0.176
C 1.534 0.575 7.989  -0.689
C 1.851 -3.813 -5.461  0.203
H 2.012 -0.259 7.465  0.222
C 2.456 -2.288 -3.669  0.287
F -3.191 0.479 -4.108  -0.185
H -3.180 4.054 -1.053  0.456
F -2.362 -1.491 -4.042  -0.222
S -1.676 -1.429 0.405  0.126
C 0.147 -3.227 -3.703  -0.622
H 4.607 -0.810 3.507  0.429
H 0.877 0.350 1.642  -0.023
H -0.930 -2.164 4.108  0.380
C -1.378 3.944 -2.124  0.258
C -1.379 3.432 -4.570  -0.974
H -1.188 0.875 7.677  0.371
C 1.110 -2.581 -3.034  0.608
N 2.823 -0.221 0.988  0.617
H 0.116 -1.266 6.849  0.394
H 0.082 -1.801 -1.560  0.262
C 4.232 -0.095 1.446  -0.688
H -4.030 1.934 0.399  -0.386
C 4.444 -1.173 2.498  -0.792
H 2.595 -2.135 3.206  -0.069
C -2.193 -3.186 0.429  0.758
C 1.920 0.478 1.915  -1.137
Cl -7.712 2.002 0.415  -0.229
H 3.975 2.884 -2.126  0.391
H 3.827 -3.223 -5.131  0.416
H -1.485 -1.037 6.176  0.346
O -2.256 1.130 -1.318  -0.396
O 0.982 -2.122 -1.812  0.209
C 0.412 -3.798 -5.017  0.723
C -0.530 0.820 6.804  -0.569
O -0.409 -4.326 -5.735  -0.643
C -5.031 1.929 0.822  0.242
H -4.410 3.256 -5.289  0.360
C -0.491 -0.575 6.247  -0.559
O -4.690 3.468 -3.219  -0.663
H 3.680 2.074 0.051  0.280
H 1.210 -4.867 -6.831  0.372
H 3.272 -0.385 -1.046  0.288
F -1.043 0.220 -3.883  -0.169
H 4.898 -0.197 0.593  0.367
H 2.229 1.523 1.907  0.434
O -0.622 4.134 -1.040  -0.655
O -3.902 -0.640 -1.607  -0.699
H 0.980 0.221 8.865  0.315
S -2.539 -0.218 -1.746  1.015
H 3.140 -2.102 0.198  0.508
H -0.822 -3.372 -3.243  0.541
N -1.429 -1.213 -1.193  -0.491
O -0.388 -1.372 1.048  -0.619
H 0.301 4.077 -1.349  0.305
C -0.596 3.744 -3.396  1.044
H 0.481 -1.609 3.305  -0.524
C 2.612 0.243 -0.456  0.019
H 4.361 0.915 1.831  0.508
C 2.610 -1.696 1.061  -0.207
C 2.928 1.698 -0.648  -0.379
H -6.042 3.430 -0.343  0.322
H 1.575 -0.051 -0.612  0.038
H 2.324 1.228 8.363  0.256
C 3.336 2.000 -2.088  -1.226
H 3.582 -3.184 2.242  0.546
O 2.087 -4.560 -6.526  -0.566

total charge = 0
Kohn-Sham gap = 8.1 eV
LUMO energy = -1.21 eV
largest force on an atom = 0.0379 Eh/bohr
HOMO energy = -9.341 eV
molar mass = 877.66 g mol⁻¹



# 3
The following is a quantum chemistry calculation of a molecular structure, C9H28F2KN3O9S2 at a distorted geometry, from the Open Molecules 2025 dataset.

Each line ends with the natural charge from an NBO analysis.
Element x y z (Å)
S -2.131 -1.232 -2.462  2.345
H -3.487 0.435 1.543  0.176
C 2.413 2.030 2.063  0.766
C 1.234 -2.928 -1.013  -0.060
H 3.257 -3.499 -0.763  0.216
H -3.574 1.872 2.320  0.150
H 2.592 -2.643 0.645  0.210
H 1.943 1.739 -3.750  0.167
H 4.433 1.895 2.130  0.427
H 3.739 2.638 -2.485  0.209
O -0.493 -2.559 -4.467  -0.859
F 0.968 -0.712 -4.324  -0.518
O 2.202 0.930 1.571  -0.710
C -4.414 2.073 0.366  -0.638
O -3.163 -0.434 -3.100  -0.830
O -2.302 -2.685 -2.353  -0.850
H 2.208 -4.377 0.315  0.203
H 0.293 -2.847 -0.469  0.128
H -1.492 -1.695 5.046  0.219
O 0.649 1.595 -2.123  -0.775
H -4.264 1.841 -0.688  0.232
H -1.431 -3.173 4.296  0.205
K 0.043 0.077 0.202  0.922
C -3.356 1.494 1.321  -0.066
C -1.355 -1.532 2.861  -0.063
H 2.277 0.541 -2.610  0.177
H -1.234 -0.460 3.021  0.163
H 0.476 2.753 2.185  0.399
N 3.616 2.474 2.257  -0.801
H -4.345 3.161 0.355  0.205
N -0.525 -0.731 -2.625  -1.186
S -0.538 -1.129 -4.073  2.386
C 2.384 -3.392 -0.119  -0.626
H 0.071 -2.243 4.316  0.218
H 3.604 3.363 2.737  0.381
N 1.460 2.948 2.307  -0.834
H -5.411 1.778 0.693  0.217
C -1.009 -2.173 4.194  -0.645
H 1.674 3.823 2.764  0.386
H 0.139 0.820 -2.370  0.482
F -2.329 -0.798 -0.901  -0.530
H 3.003 2.228 -0.880  0.206
C 1.940 1.575 -2.673  -0.063
H -1.895 2.579 1.694  0.470
H 0.961 -3.615 -1.814  0.176
O 1.631 -1.744 -1.548  -0.752
H -0.578 -2.905 1.783  0.486
H 2.507 3.621 -1.918  0.210
O -1.159 -0.144 -4.953  -0.880
O -2.042 1.897 1.035  -0.735
H -2.420 -1.688 2.692  0.162
C 2.824 2.578 -1.896  -0.631
O -0.546 -1.947 1.833  -0.732
H 0.951 -1.475 -2.170  0.485

total charge = 0
Kohn-Sham gap = 9.2 eV
LUMO energy = -0.60 eV
largest force on an atom = 0.2279 Eh/bohr
HOMO energy = -9.761 eV
molar mass = 463.56 g mol⁻¹



# 4
The following is a quantum chemistry calculation of a molecular structure, C16H26N5O4RuS5 at a distorted geometry, from the Open Molecules 2025 dataset.

Each line ends with the Löwdin spin population.
Element x y z (Å)
O -0.544 -2.355 1.743  -0.008
C 2.623 -1.732 2.032  0.004
S -0.744 1.553 2.615  0.003
C 3.470 -1.491 0.795  0.003
H -5.735 3.504 -0.768  0.000
C -6.333 0.286 0.153  -0.001
N -0.521 -2.085 -2.609  0.000
H -1.506 -4.717 -1.026  0.000
C 2.373 2.190 -0.912  -0.001
H -7.618 3.286 -1.751  0.000
H -4.828 -1.198 0.478  0.000
N -0.029 -0.797 -2.362  0.000
O -8.352 2.967 -1.208  0.000
H 0.066 -1.304 3.484  0.000
H 2.789 3.186 -0.765  0.000
H 0.401 3.602 3.087  0.000
H -0.636 -0.094 -2.780  0.001
H -3.426 2.676 -0.712  0.001
H 4.230 1.199 -0.533  0.001
H 2.366 1.974 -1.982  0.000
O -1.301 -4.141 0.803  -0.002
H 1.213 -0.824 4.777  0.002
H 3.237 -2.162 2.825  0.002
H 3.192 1.331 0.906  0.000
S 0.596 2.281 -0.463  -0.014
N -1.301 -4.115 -1.823  0.000
H -1.496 -4.444 -2.754  0.000
C 3.201 1.161 -0.170  0.001
S 2.596 -0.545 -0.510  0.027
H 3.732 -2.439 0.330  0.000
C 0.535 3.433 0.966  -0.002
H -0.699 -2.395 -3.561  0.000
S 1.948 -0.128 2.590  0.099
N -0.815 -3.038 0.748  -0.001
H -7.161 -0.355 0.415  0.000
C -6.602 1.593 -0.257  0.012
C -5.549 2.465 -0.531  -0.001
H 4.384 -0.950 1.029  0.001
H 1.777 -2.388 1.821  0.000
C -0.117 0.751 4.138  0.000
C -5.036 -0.177 0.197  0.010
Ru -0.030 -0.193 0.532  0.731
H 0.452 1.506 4.679  0.000
O -8.866 1.489 0.359  0.003
C -8.048 2.012 -0.342  0.001
H 1.550 2.361 2.557  0.000
C -3.986 0.682 -0.144  0.019
C -4.246 2.014 -0.478  0.012
C 0.582 2.816 2.351  0.000
H -1.001 0.484 4.717  0.000
H -0.403 3.972 0.827  0.000
C -0.790 -2.917 -1.596  0.000
C 0.698 -0.504 3.869  0.003
N -0.499 -2.436 -0.380  -0.005
H 0.909 -0.699 -2.749  0.000
H 1.366 4.127 0.840  0.000
S -2.363 0.072 -0.253  0.102

total charge = +2
2S+1 = 2
Kohn-Sham gap (spin up / spin down) = 5.7 / 5.6 eV
LUMO energy (spin up / spin down) = -7.82 / -7.81 eV
largest force on an atom = 0.0597 Eh/bohr
HOMO energy (spin up / spin down) = -13.542 / -13.422 eV
molar mass = 613.82 g mol⁻¹
<S²> = 0.784



# 5
The following is a quantum chemistry calculation of a gas-phase ion, H3N4O2 (charge -1) at a distorted geometry, from the Open Molecules 2025 dataset.

Each line ends with the natural charge from an NBO analysis.
Element x y z (Å)
N -1.336 -0.106 0.731  0.409
O -2.356 0.404 1.172  -0.576
H 2.472 0.194 -0.352  0.334
N -0.314 0.468 0.363  -0.132
N 1.702 0.689 -0.801  -0.691
H -0.923 -1.531 -0.560  0.458
N 0.671 -0.139 -0.311  -0.418
H 1.529 1.626 -0.480  0.321
O -1.444 -1.604 0.238  -0.703

total charge = -1
structure (SMILES) = N/N=N/N([O-])O
Kohn-Sham gap (spin up / spin down) = 6.8 / 6.8 eV
LUMO energy (spin up / spin down) = 4.95 / 4.95 eV
largest force on an atom = 0.0790 Eh/bohr
HOMO energy (spin up / spin down) = -1.809 / -1.808 eV
molar mass = 91.05 g mol⁻¹



# 6
The following is a quantum chemistry calculation of C3H4N2O2 in the gas phase at a distorted geometry, from the Open Molecules 2025 dataset.

Each line ends with the natural charge from an NBO analysis.
Element x y z (Å)
O -2.080 -0.378 0.724  -0.596
N -0.802 -0.249 -1.699  -0.810
C -0.887 -0.252 0.748  0.699
N 1.250 -0.113 1.277  -0.290
H -0.498 0.551 -2.230  0.372
O -0.088 -0.079 1.863  -0.332
H -1.826 -0.363 -1.621  0.413
H 2.005 0.446 -0.615  0.223
C -0.118 -0.048 -0.468  -0.043
C 1.112 0.129 -0.009  -0.047
H 1.932 0.356 2.030  0.410

total charge = 0
structure (SMILES) = Nc1c[nH]oc1=O
Kohn-Sham gap = 8.9 eV
LUMO energy = 0.63 eV
largest force on an atom = 0.1271 Eh/bohr
HOMO energy = -8.241 eV
molar mass = 100.08 g mol⁻¹



Question: What is the molar mass in the fifth record?
Answer: 91.05 g mol⁻¹